[1]
The following is a DFT calculation (the ωB97M-V functional and the def2-TZVPD basis) of C41H41ClN11O4Tl as an isolated structure at a distorted geometry.

## Properties
Frontier orbital gap (spin up / spin down) in eV: 4.797 / 4.796
Electronic energy in eV: -84975.01351
Charge: 0
Energy relative to the best compared isomer or geometry (same formula, charge and spin) in kJ/mol: 70.1
Spin multiplicity: 1
LUMO level (spin up / spin down) in eV: -1.456 / -1.457

Last column: Löwdin charge in e.
CARTESIAN COORDINATES (ANGSTROEM)
Tl (-0.6776, -1.1583, -0.7406)  0.9025
N (1.1173, -4.2868, -2.0166)  0.1854
C (0.2031, -4.8246, -1.1936)  -0.4367
N (0.3528, -6.1045, -0.8574)  0.1792
C (-0.6237, -6.6088, -0.1107)  -0.4497
N (-0.5090, -7.8927, 0.2733)  0.1618
N (-1.7228, -5.9451, 0.2771)  0.1664
C (-1.7665, -4.6749, -0.1019)  -0.2906
N (-0.8419, -4.0500, -0.8180)  0.1274
C (-2.9851, -3.9167, 0.3054)  -0.2051
C (-4.0849, -4.6043, 0.8135)  -0.0033
C (-5.2223, -3.8892, 1.1465)  -0.0518
C (-5.2317, -2.5165, 0.9568)  -0.0482
C (-4.0819, -1.9182, 0.4654)  -0.1363
N (-2.9859, -2.5938, 0.1515)  0.0497
H (1.9735, -4.8013, -2.1297)  0.1089
H (1.1841, -3.2837, -1.9865)  0.0686
H (0.3228, -8.3996, 0.0358)  0.1024
H (-1.2007, -8.2922, 0.8788)  0.1014
H (-4.0263, -5.6754, 0.9288)  0.1053
H (-6.0892, -4.3973, 1.5483)  0.1092
H (-6.1043, -1.9204, 1.1871)  0.1027
H (-4.0279, -0.8466, 0.3109)  0.0781
C (5.1600, 5.1345, 3.0488)  -0.0927
O (5.0001, 3.7415, 3.1998)  -0.0851
C (5.5934, 2.9346, 2.2799)  -0.2870
C (6.4260, 3.3735, 1.2606)  -0.0237
C (6.9820, 2.4565, 0.3788)  -0.0342
C (6.6845, 1.1025, 0.4670)  -0.3105
C (5.8650, 0.6663, 1.5192)  -0.0154
C (5.3391, 1.5688, 2.4146)  0.0084
N (7.3282, 0.2093, -0.4171)  0.0524
N (6.7940, -0.8314, -0.8594)  0.0563
C (5.4338, -1.1195, -0.7965)  -0.2787
C (5.0927, -2.4381, -0.5336)  -0.0385
C (3.7925, -2.8155, -0.2548)  -0.0333
C (2.7146, -1.9034, -0.2656)  -0.3932
O (1.5381, -2.2788, 0.0554)  -0.2463
C (3.0352, -0.5432, -0.7030)  -0.1459
N (2.0093, 0.3220, -0.8554)  0.0814
C (2.2564, 1.5454, -1.2648)  -0.1411
C (3.5356, 1.9823, -1.6320)  -0.0413
C (4.5871, 1.1166, -1.5144)  -0.0138
C (4.3767, -0.1706, -0.9809)  -0.1083
H (4.5326, 5.5903, 3.8107)  0.0900
H (4.8259, 5.4726, 2.0634)  0.0939
H (6.1993, 5.4388, 3.2033)  0.0941
H (6.6585, 4.4240, 1.1458)  0.1005
H (7.6420, 2.7916, -0.4117)  0.1134
H (5.6593, -0.3896, 1.6349)  0.1203
H (4.7121, 1.2388, 3.2331)  0.1197
H (5.9001, -3.1566, -0.4515)  0.1110
H (3.5676, -3.8365, 0.0305)  0.1041
H (1.4171, 2.2269, -1.3203)  0.0880
H (3.6775, 2.9818, -2.0217)  0.1040
H (5.5708, 1.4100, -1.8509)  0.1124
C (-6.3443, 1.4596, -0.0787)  -0.0524
C (-5.3812, 2.5898, 0.3205)  -0.3596
C (-4.6409, 2.2310, 1.6112)  -0.0680
C (-4.5507, 2.9364, -0.9145)  -0.1183
C (-5.1361, 3.8290, -1.8048)  -0.0386
C (-4.5331, 4.1631, -3.0030)  -0.0500
C (-3.3239, 3.5906, -3.3547)  -0.0198
C (-2.6883, 2.7023, -2.5059)  -0.1334
C (-1.4576, 1.9479, -2.9602)  -0.3910
C (-1.9084, 0.7393, -3.7931)  -0.0647
C (-0.4660, 2.8138, -3.7364)  -0.0577
C (-3.2978, 2.3949, -1.2731)  -0.1398
N (-2.6520, 1.5014, -0.4048)  0.1210
H (-6.9708, 1.1723, 0.7682)  0.0803
H (-5.7815, 0.5868, -0.4127)  0.0700
H (-6.9921, 1.7774, -0.8958)  0.0806
H (-5.9764, 3.4800, 0.5403)  0.1299
H (-4.1349, 1.2752, 1.5263)  0.0472
H (-5.3586, 2.1559, 2.4299)  0.0829
H (-3.9094, 2.9999, 1.8692)  0.0877
H (-6.0895, 4.2697, -1.5391)  0.1180
H (-5.0186, 4.8592, -3.6748)  0.1092
H (-2.8717, 3.8420, -4.3044)  0.1141
H (-0.9214, 1.5628, -2.0934)  0.0578
H (-2.4974, 1.0679, -4.6515)  0.0863
H (-2.5211, 0.0619, -3.1952)  0.0601
H (-1.0389, 0.1881, -4.1553)  0.0819
H (-0.8650, 3.1174, -4.7051)  0.0742
H (0.4476, 2.2455, -3.9134)  0.0807
H (-0.2094, 3.7045, -3.1614)  0.0899
O (-1.5433, 1.8442, 0.0630)  -0.1820
O (-1.0172, 2.9887, -0.2409)  -0.0311
Cl (1.1414, -3.4485, 4.4624)  0.6934
C (0.2868, -2.0898, 3.8313)  -0.6416
C (0.0159, -0.9965, 4.6365)  -0.0820
C (-0.6719, 0.0691, 4.0798)  -0.0451
C (-1.0413, 0.0014, 2.7468)  -0.1260
N (-0.7743, -1.0517, 1.9778)  0.0058
C (-0.1301, -2.0870, 2.5089)  -0.1642
H (0.3420, -0.9806, 5.6673)  0.1107
H (-0.9130, 0.9418, 4.6704)  0.1089
H (-1.5619, 0.8217, 2.2740)  0.0917
H (0.0775, -2.9233, 1.8519)  0.0943

[2]
The following is a DFT calculation (the ωB97M-V functional and the def2-TZVPD basis) of C41H41FN3O3PV as an isolated structure.

## Properties
Frontier orbital gap (spin up / spin down) in eV: 7.787 / 8.424
Electronic energy in eV: -91488.73419
Charge: +1
Energy relative to the best compared isomer or geometry (same formula, charge and spin) in kJ/mol: 0.0
Spin multiplicity: 3
LUMO level (spin up / spin down) in eV: -2.794 / -2.218

Last column: Mulliken spin population.
CARTESIAN COORDINATES (ANGSTROEM)
V (0.4905, 0.5697, -0.5621)  2.0522
C (4.4428, 2.8220, 0.4473)  -0.0017
C (4.3528, 2.2789, -0.9777)  0.0132
C (3.2209, 2.9822, -1.7206)  0.0068
C (4.3562, 0.7550, -1.1067)  -0.0222
C (5.4678, 0.2218, -1.7548)  0.0017
C (5.6286, -1.1351, -1.9448)  -0.0012
C (4.6565, -2.0011, -1.4913)  -0.0007
C (3.5165, -1.5437, -0.8314)  -0.0271
C (2.5698, -2.6731, -0.4088)  0.0084
C (1.0757, -2.5113, -0.6605)  0.0520
C (2.8160, -3.1704, 1.0202)  -0.0009
C (3.3800, -0.1480, -0.6324)  0.0435
N (2.2327, 0.3560, 0.0961)  -0.0779
C (2.3704, 0.4195, 1.5142)  0.0134
C (3.5692, 0.4577, 2.2192)  -0.0117
C (3.5561, 0.5307, 3.6056)  0.0060
C (2.3626, 0.5686, 4.3156)  -0.0123
C (1.1505, 0.5151, 3.6382)  0.0042
C (1.2167, 0.4324, 2.2750)  0.0155
F (0.0380, 0.3183, 1.5336)  0.0186
H (4.6032, 3.9032, 0.4162)  0.0000
H (5.2729, 2.3840, 1.0037)  0.0004
H (3.5227, 2.6482, 1.0043)  -0.0004
H (5.2780, 2.5766, -1.4747)  0.0000
H (2.3356, 3.0320, -1.0922)  0.0155
H (2.9591, 2.4931, -2.6593)  -0.0031
H (3.5139, 4.0108, -1.9431)  -0.0003
H (6.2276, 0.9041, -2.1162)  -0.0003
H (6.5046, -1.5129, -2.4570)  -0.0001
H (4.7708, -3.0680, -1.6543)  -0.0001
H (2.8678, -3.4853, -1.0771)  -0.0007
H (0.5818, -1.9072, 0.0900)  -0.0012
H (0.5770, -3.4813, -0.5995)  0.0000
H (0.8811, -2.1226, -1.6653)  -0.0233
H (2.3884, -2.4974, 1.7656)  0.0000
H (3.8818, -3.2658, 1.2284)  -0.0002
H (2.3549, -4.1522, 1.1557)  0.0003
H (4.5044, 0.4069, 1.6801)  -0.0008
H (4.4975, 0.5578, 4.1402)  0.0000
H (2.3692, 0.6323, 5.3958)  -0.0005
H (0.1925, 0.5332, 4.1410)  0.0004
C (-0.4722, 5.9977, 0.5962)  -0.0004
N (-0.3611, 4.8119, -0.2584)  -0.0003
C (-0.4881, 4.8916, -1.6053)  0.0004
C (-0.3408, 3.8256, -2.4301)  0.0000
C (-0.0190, 2.6078, -1.7871)  0.0107
O (0.2623, 1.4954, -2.3690)  0.0024
N (0.0275, 2.5146, -0.4412)  -0.0625
C (-0.0729, 3.5994, 0.3935)  0.0315
O (0.0469, 3.5537, 1.5965)  0.0051
H (-0.6463, 6.8617, -0.0390)  0.0000
H (0.4445, 6.1309, 1.1633)  0.0001
H (-1.2965, 5.8785, 1.2948)  0.0000
H (-0.7066, 5.8809, -1.9865)  0.0001
H (-0.4215, 3.9022, -3.5023)  -0.0007
O (-1.4128, -0.0435, -0.6718)  -0.0577
P (-2.5568, -0.3574, -1.6415)  -0.0191
C (-3.1752, -2.0048, -1.3604)  0.0020
C (-3.5771, -2.8286, -2.4091)  0.0004
C (-4.0986, -4.0870, -2.1383)  0.0000
C (-4.2118, -4.5206, -0.8263)  0.0001
C (-3.8077, -3.7019, 0.2235)  0.0000
C (-3.2928, -2.4451, -0.0393)  -0.0011
C (-2.1343, -0.2220, -3.3712)  0.0096
C (-1.1248, -1.0434, -3.8782)  0.0039
C (-0.7314, -0.9350, -5.1989)  0.0037
C (-1.3547, -0.0105, -6.0306)  -0.0002
C (-2.3717, 0.7928, -5.5413)  0.0005
C (-2.7613, 0.6917, -4.2115)  -0.0010
C (-3.8653, 0.8016, -1.2689)  0.0008
C (-5.1583, 0.6098, -1.7577)  -0.0010
C (-6.1530, 1.5278, -1.4640)  0.0000
C (-5.8632, 2.6328, -0.6714)  0.0000
C (-4.5828, 2.8176, -0.1712)  -0.0001
C (-3.5796, 1.9058, -0.4697)  0.0051
H (-3.4811, -2.4944, -3.4356)  0.0000
H (-4.4116, -4.7270, -2.9531)  0.0000
H (-4.6163, -5.5029, -0.6164)  0.0000
H (-3.8965, -4.0454, 1.2462)  0.0000
H (-2.9746, -1.8068, 0.7777)  -0.0004
H (-0.6633, -1.7886, -3.2501)  -0.0011
H (0.0550, -1.5724, -5.5827)  0.0003
H (-1.0469, 0.0757, -7.0654)  0.0000
H (-2.8629, 1.5041, -6.1937)  0.0000
H (-3.5421, 1.3385, -3.8321)  -0.0001
H (-5.3951, -0.2633, -2.3568)  0.0000
H (-7.1555, 1.3761, -1.8426)  0.0000
H (-6.6448, 3.3444, -0.4344)  0.0000
H (-4.3660, 3.6680, 0.4636)  0.0000
H (-2.5846, 2.0310, -0.0669)  0.0040

[3]
The following is a DFT calculation (the ωB97M-V functional and the def2-TZVPD basis) of C41H41FP2Sn as an isolated structure at a distorted geometry.

## Properties
Frontier orbital gap in eV: 6.833
Electronic energy in eV: -70304.37300
Charge: 0
Energy relative to the best compared isomer or geometry (same formula, charge and spin) in kJ/mol: 0.0
Spin multiplicity: 1
LUMO level in eV: -0.879

Last column: Löwdin charge in e.
CARTESIAN COORDINATES (ANGSTROEM)
Sn (1.8800, -1.3948, 3.7445)  1.0446
C (-2.7405, 0.1641, 5.9558)  -0.1100
C (-3.0511, -0.0338, 4.6721)  -0.1044
C (-3.2517, 0.9888, 3.5934)  -0.2078
C (-1.9683, 1.5416, 2.9503)  -0.1965
C (-1.1223, 2.4625, 3.7815)  -0.1095
C (-1.2842, 2.8108, 5.0701)  -0.1119
C (-2.5238, 2.7466, 5.8980)  -0.1995
C (-2.7168, 1.4450, 6.7323)  -0.1782
C (3.4899, 0.1135, 3.9534)  -0.3895
H (-2.4542, -0.7067, 6.5691)  0.1012
H (-3.2082, -1.0744, 4.3281)  0.1037
H (-3.8597, 1.8289, 3.9457)  0.0958
H (-3.8399, 0.5155, 2.7866)  0.1082
H (-1.3387, 0.7003, 2.6083)  0.0893
H (-2.2553, 2.0704, 2.0264)  0.1139
H (-0.2465, 2.8389, 3.2418)  0.0992
H (-0.4446, 3.2999, 5.5800)  0.1011
H (-3.4131, 2.8705, 5.2700)  0.0918
H (-2.4900, 3.5961, 6.6094)  0.1146
H (-1.8728, 1.3571, 7.4340)  0.0903
H (-3.6065, 1.5935, 7.3890)  0.1226
H (3.8975, 0.0973, 4.9705)  -0.0112
H (2.9434, 1.0606, 3.8348)  -0.0243
H (4.2340, -0.0006, 3.1584)  -0.0306
P (0.0272, -2.1897, -3.6114)  0.9945
P (1.9336, 0.2946, -3.9909)  0.9919
C (-0.6596, -0.6219, -4.2254)  -0.3314
C (0.1944, 0.3990, -4.4888)  -0.3601
C (-0.7141, -3.3512, -4.8426)  -0.3920
C (-1.8551, -3.0462, -5.5985)  -0.0975
C (-2.3922, -3.9926, -6.4817)  -0.0841
C (-1.7666, -5.2318, -6.6441)  -0.0912
C (-0.5861, -5.5182, -5.9423)  -0.0896
C (-0.0530, -4.5795, -5.0579)  -0.1088
C (-0.9983, -2.3821, -2.0952)  -0.3770
C (-0.7214, -1.4890, -1.0414)  -0.1045
C (-1.4889, -1.5271, 0.1212)  -0.0861
C (-2.5516, -2.4359, 0.2241)  -0.0892
C (-2.8280, -3.3174, -0.8270)  -0.0860
C (-2.0439, -3.3039, -1.9840)  -0.0882
C (2.6236, 0.9982, -5.5691)  -0.3708
C (2.5033, 0.1996, -6.7232)  -0.1122
C (2.8876, 0.6972, -7.9704)  -0.0908
C (3.4150, 1.9957, -8.0833)  -0.0940
C (3.5681, 2.7774, -6.9295)  -0.0872
C (3.1961, 2.2718, -5.6759)  -0.0874
C (1.9998, 1.7562, -2.8850)  -0.4100
C (3.1600, 1.8962, -2.0989)  -0.1179
C (3.3468, 3.0430, -1.3330)  -0.0911
C (2.3701, 4.0466, -1.3224)  -0.0907
C (1.1960, 3.8864, -2.0626)  -0.0831
C (0.9974, 2.7322, -2.8280)  -0.0917
H (-1.7457, -0.5427, -4.3910)  0.0738
H (-0.1051, 1.2971, -5.0520)  0.0841
H (-2.3419, -2.0797, -5.5071)  0.0840
H (-3.3025, -3.7517, -7.0370)  0.1039
H (-2.1930, -5.9719, -7.3280)  0.1029
H (-0.0852, -6.4795, -6.0869)  0.1034
H (0.8716, -4.7938, -4.5188)  0.0978
H (0.0762, -0.7497, -1.1549)  0.0973
H (-1.2703, -0.8398, 0.9439)  0.0790
H (-3.1675, -2.4512, 1.1262)  0.0986
H (-3.6591, -4.0187, -0.7527)  0.1020
H (-2.2626, -3.9840, -2.8071)  0.0988
H (2.0785, -0.8019, -6.6482)  0.0998
H (2.7757, 0.0782, -8.8654)  0.1022
H (3.7062, 2.3902, -9.0635)  0.1011
H (3.9770, 3.7878, -7.0081)  0.1017
H (3.3290, 2.8940, -4.7933)  0.0962
H (3.9164, 1.1090, -2.1156)  0.1007
H (4.2624, 3.1619, -0.7511)  0.1032
H (2.5293, 4.9589, -0.7434)  0.1022
H (0.4289, 4.6625, -2.0568)  0.1033
H (0.0713, 2.6162, -3.3882)  0.0892
F (-0.1221, 0.0842, 9.7003)  0.0197
C (0.3664, -0.2328, 8.4475)  -0.2765
C (0.9931, 0.7662, 7.7052)  -0.0257
C (1.4049, 0.4476, 6.4004)  -0.1513
C (1.1539, -0.8077, 5.8597)  -0.3882
C (0.7053, -1.8373, 6.6966)  -0.1605
C (0.2630, -1.5433, 8.0014)  -0.0296
H (1.1918, 1.7489, 8.1446)  0.1206
H (2.0010, 1.2003, 5.8589)  0.0856
H (0.7367, -2.8842, 6.3757)  0.0843
H (-0.1005, -2.3321, 8.6724)  0.1197

- Among the records above, which one has the highest charge?
  C41H41FN3O3PV

- Which formula does entry 1 have?
  C41H41ClN11O4Tl